No. 1
Computed, not measured: a structure of composition C51H43NOP2RbS3Si in a non-equilibrium geometry, with the ωB97M-V functional and the def2-TZVPD basis.

Last column: Löwdin charge in e.
Positions of all 103 atoms, in Å:
Rb1 2.542 -2.034 0.863  0.728
C1 -1.606 -1.126 1.061  -0.169
Si1 -3.041 0.055 0.452  0.641
C2 -4.498 0.094 1.570  -0.325
C3 -5.487 -0.863 1.865  -0.084
C4 -6.573 -0.449 2.605  -0.089
C5 -6.699 0.893 3.052  -0.104
C6 -5.768 1.838 2.755  -0.083
C7 -4.630 1.414 2.003  -0.358
P1 -3.041 2.164 1.493  0.979
C8 -1.779 2.130 2.804  -0.346
C9 -2.277 2.049 4.101  -0.088
C10 -1.358 2.000 5.114  -0.090
C11 0.005 2.096 4.831  -0.115
C12 0.505 2.205 3.554  -0.098
C13 -0.397 2.242 2.479  -0.081
C14 -3.502 3.887 1.091  -0.344
C15 -2.836 5.033 1.601  -0.126
C16 -3.420 6.288 1.430  -0.113
C17 -4.712 6.387 0.797  -0.128
C18 -5.257 5.273 0.153  -0.129
C19 -4.725 4.018 0.364  -0.134
C20 -3.672 -0.086 -1.330  -0.316
C21 -5.058 -0.273 -1.542  -0.121
C22 -5.548 -0.445 -2.844  -0.158
C23 -4.650 -0.653 -3.866  -0.146
C24 -3.274 -0.540 -3.635  -0.160
C25 -2.764 -0.118 -2.424  -0.488
P2 -1.185 0.742 -2.384  1.045
C26 -1.299 2.151 -3.554  -0.341
C27 -2.551 2.536 -4.098  -0.080
C28 -2.580 3.514 -5.055  -0.089
C29 -1.395 4.197 -5.505  -0.082
C30 -0.189 3.809 -4.913  -0.128
C31 -0.179 2.943 -3.855  -0.153
C32 0.030 -0.372 -2.973  -0.391
C33 0.438 -1.508 -2.229  -0.098
C34 1.542 -2.285 -2.560  -0.139
C35 2.203 -2.001 -3.748  -0.115
C36 1.841 -0.874 -4.501  -0.087
C37 0.746 -0.081 -4.131  -0.091
H1 -1.191 -1.781 0.319  -0.037
H2 -1.960 -1.677 1.907  0.014
H3 -0.809 -0.376 1.363  0.018
H4 -5.279 -1.881 1.702  0.094
H5 -7.347 -1.178 2.855  0.097
H6 -7.686 1.157 3.491  0.107
H7 -5.669 2.873 3.113  0.117
H8 -3.363 2.072 4.238  0.105
H9 -1.675 1.892 6.165  0.109
H10 0.686 2.127 5.659  0.090
H11 1.611 2.235 3.414  0.111
H12 -0.070 2.295 1.455  0.100
H13 -1.844 4.933 2.003  0.081
H14 -2.946 7.206 1.809  0.088
H15 -5.222 7.332 0.695  0.070
H16 -6.194 5.356 -0.336  0.081
H17 -5.220 3.093 0.062  0.097
H18 -5.692 -0.257 -0.668  0.073
H19 -6.603 -0.489 -3.045  0.073
H20 -5.052 -0.995 -4.804  0.078
H21 -2.463 -0.873 -4.306  0.103
H22 -3.441 2.167 -3.575  0.114
H23 -3.493 3.699 -5.585  0.088
H24 -1.452 4.803 -6.394  0.082
H25 0.767 4.216 -5.280  0.100
H26 0.688 2.845 -3.200  0.105
H27 -0.171 -1.719 -1.373  0.060
H28 1.737 -3.201 -1.944  0.069
H29 3.116 -2.600 -3.986  0.103
H30 2.413 -0.637 -5.366  0.082
H31 0.589 0.809 -4.727  0.087
S1 0.351 -4.635 0.256  0.442
C38 1.698 -5.150 1.159  -1.207
N1 1.942 -4.744 2.431  -0.055
C39 3.136 -5.196 2.892  -0.359
C40 3.571 -5.144 4.281  -0.034
C41 4.656 -5.820 4.692  -0.148
C42 5.443 -6.485 3.760  -0.113
C43 5.069 -6.549 2.393  -0.107
C44 3.905 -5.937 1.995  -0.527
S2 3.140 -5.965 0.425  0.944
H32 2.849 -4.626 4.920  0.110
H33 4.941 -5.870 5.754  0.106
H34 6.368 -7.012 4.125  0.105
H35 5.720 -7.033 1.708  0.086
C45 5.799 1.407 -0.701  -0.199
S3 5.874 0.304 0.778  0.923
O1 4.464 -0.120 0.965  -0.703
C46 6.810 -1.095 0.105  -0.385
C47 8.129 -1.320 0.484  -0.099
C48 8.769 -2.448 0.043  -0.080
C49 8.115 -3.309 -0.861  -0.060
C50 6.810 -3.027 -1.326  -0.040
C51 6.158 -1.885 -0.835  -0.077
H36 4.757 1.110 -1.096  0.089
H37 6.561 1.202 -1.478  0.068
H38 5.763 2.398 -0.354  0.016
H39 8.623 -0.627 1.150  0.108
H40 9.822 -2.730 0.363  0.130
H41 8.533 -4.196 -1.279  0.093
H42 6.359 -3.622 -2.113  0.111
H43 5.199 -1.572 -1.187  0.098

Atoms 1-3, force components in eV/Å:
-0.6 -0.3 0.1
0.1 2.5 -0.4
0.7 -1.3 -1.5

Values from the calculation:
total energy = -116735.2094 eV
net charge = -1

No. 2
Computed, not measured: a structure of composition C51H44N5O5OsS4SbSe4 in a non-equilibrium geometry, with the ωB97M-V functional and the def2-TZVPD basis.

Last column: Löwdin charge in e.
Positions of all 115 atoms, in Å:
Os1 -0.707 -0.933 -1.549  0.845
C1 8.149 -1.073 3.561  -0.048
C2 6.763 -1.035 2.963  -0.264
C3 6.472 -1.720 1.789  -0.029
C4 5.194 -1.676 1.236  -0.082
C5 4.218 -0.918 1.857  -0.382
C6 4.482 -0.222 3.030  -0.053
C7 5.749 -0.297 3.580  -0.030
S1 2.646 -0.730 1.025  0.992
O1 1.614 -0.560 2.095  -0.502
C8 2.946 0.888 0.266  -0.313
C9 4.065 0.941 -0.608  -0.105
C10 4.353 2.068 -1.303  -0.025
C11 3.503 3.198 -1.228  -0.157
C12 3.716 4.340 -2.040  -0.046
C13 2.893 5.422 -1.950  -0.070
C14 1.825 5.419 -1.029  -0.061
C15 1.595 4.331 -0.235  0.000
C16 2.423 3.180 -0.324  -0.102
C17 2.150 2.000 0.451  -0.134
C18 1.117 2.199 1.520  -0.136
C19 1.581 2.957 2.656  -0.095
C20 2.961 3.276 2.822  -0.007
C21 3.398 3.942 3.931  -0.064
C22 2.491 4.322 4.945  -0.073
C23 1.166 4.031 4.815  -0.030
C24 0.682 3.354 3.668  -0.152
C25 -0.691 3.085 3.490  -0.009
C26 -1.120 2.356 2.431  -0.054
C27 -0.212 1.848 1.460  -0.215
S2 -0.942 0.593 0.285  0.886
O2 -1.895 1.294 -0.627  -0.497
C28 -1.980 -0.199 1.562  -0.379
C29 -1.456 -0.904 2.638  -0.065
C30 -2.324 -1.516 3.528  -0.035
C31 -3.705 -1.443 3.362  -0.264
C32 -4.629 -2.253 4.232  -0.041
C33 -4.203 -0.652 2.330  -0.019
C34 -3.347 -0.036 1.427  -0.084
H1 8.743 -1.876 3.125  0.075
H2 8.104 -1.219 4.641  0.080
H3 8.671 -0.131 3.377  0.085
H4 7.246 -2.287 1.282  0.116
H5 4.980 -2.214 0.316  0.115
H6 3.700 0.371 3.493  0.112
H7 5.963 0.237 4.502  0.117
H8 4.725 0.090 -0.687  0.077
H9 5.230 2.103 -1.935  0.123
H10 4.526 4.310 -2.758  0.108
H11 3.045 6.281 -2.594  0.107
H12 1.178 6.285 -0.952  0.106
H13 0.763 4.341 0.456  0.119
H14 3.674 2.978 2.064  0.121
H15 4.450 4.184 4.032  0.106
H16 2.851 4.844 5.823  0.104
H17 0.456 4.310 5.586  0.113
H18 -1.408 3.462 4.212  0.121
H19 -2.175 2.197 2.309  0.113
H20 -0.384 -0.983 2.772  0.092
H21 -1.912 -2.090 4.352  0.121
H22 -4.312 -2.245 5.276  0.079
H23 -4.628 -3.292 3.894  0.082
H24 -5.654 -1.886 4.172  0.076
H25 -5.275 -0.515 2.219  0.109
H26 -3.729 0.560 0.610  0.100
C35 -0.311 2.643 -5.367  -0.040
C36 -0.973 1.512 -4.620  -0.571
O3 -1.396 1.624 -3.495  0.012
N1 -1.101 0.347 -5.334  0.061
C37 -1.974 -0.725 -4.904  -0.126
C38 -1.292 -2.034 -4.553  -0.257
C39 -1.155 -2.978 -5.562  -0.026
C40 -0.533 -4.187 -5.321  -0.037
C41 -0.019 -4.422 -4.062  -0.024
C42 -0.166 -3.440 -3.104  -0.135
N2 -0.810 -2.289 -3.328  -0.087
H27 -0.021 3.429 -4.680  0.079
H28 -1.033 3.041 -6.087  0.090
H29 0.562 2.302 -5.915  -0.024
H30 -0.666 0.295 -6.234  0.082
H31 -2.686 -0.951 -5.698  0.131
H32 -2.526 -0.358 -4.054  0.094
H33 -1.539 -2.738 -6.546  0.123
H34 -0.443 -4.928 -6.106  0.118
H35 0.511 -5.332 -3.816  0.117
H36 0.260 -3.563 -2.125  0.094
Se1 1.985 -1.049 -6.450  0.095
Sb1 2.733 -0.062 -4.314  -0.284
Se2 1.110 -0.443 -2.507  0.294
Se3 4.781 -1.173 -3.695  -0.122
Se4 3.128 2.193 -5.158  0.065
N3 -8.599 -0.589 1.026  0.109
C43 -7.433 -1.051 0.445  -0.325
C44 -7.004 -2.364 0.657  -0.032
C45 -5.830 -2.818 0.084  -0.052
C46 -5.072 -1.959 -0.706  -0.305
C47 -5.485 -0.647 -0.928  -0.067
C48 -6.647 -0.193 -0.341  -0.024
S3 -3.726 -2.598 -1.618  0.597
O4 -3.758 -4.030 -1.510  -0.321
O5 -3.800 -1.999 -2.917  -0.279
N4 -2.377 -1.988 -0.859  -0.285
C49 -1.608 -2.834 -0.045  -0.737
S4 -2.143 -4.160 0.961  1.076
C50 -0.532 -4.372 1.525  -0.381
C51 0.303 -3.510 0.911  -0.226
N5 -0.312 -2.666 0.009  -0.073
H37 -9.269 -1.269 1.337  0.091
H38 -8.991 0.261 0.665  0.091
H39 -7.610 -3.034 1.259  0.114
H40 -5.502 -3.843 0.213  0.112
H41 -4.904 -0.004 -1.580  0.128
H42 -6.977 0.827 -0.512  0.118
H43 -0.289 -5.130 2.256  0.071
H44 1.371 -3.434 1.049  0.100

Atoms 1-3, force components in eV/Å:
-3.5 -1.3 -0.2
-0.1 0.0 -0.1
0.1 -0.1 0.0

Values from the calculation:
total energy = -385017.6024 eV
spin multiplicity = 5

No. 3
Computed, not measured: a structure of composition C51H46AuBrGeNO2Sb2 in a non-equilibrium geometry, with the ωB97M-V functional and the def2-TZVPD basis.

Last column: Löwdin charge in e.
Positions of all 105 atoms, in Å:
Au1 0.173 -0.324 -2.012  0.814
C1 0.393 1.481 2.303  -0.348
C2 -0.938 0.765 2.539  -0.357
C3 -1.320 -0.352 1.570  -0.351
Sb1 0.349 -1.679 1.161  1.436
C4 0.063 -2.731 3.041  -0.407
C5 -1.214 -3.146 3.392  -0.128
C6 -1.448 -3.753 4.614  -0.070
C7 -0.405 -3.964 5.498  -0.073
C8 0.880 -3.595 5.139  -0.080
C9 1.110 -2.981 3.918  -0.185
C10 -0.188 -3.394 -0.060  -0.387
C11 0.567 -4.519 0.220  -0.145
C12 0.466 -5.634 -0.589  -0.073
C13 -0.377 -5.616 -1.686  -0.069
C14 -1.137 -4.491 -1.953  -0.092
C15 -1.041 -3.370 -1.142  -0.159
Sb2 2.032 0.182 2.834  1.563
C16 2.881 0.902 4.708  -0.349
C17 2.120 0.791 5.859  -0.135
C18 2.682 1.120 7.082  -0.073
C19 4.002 1.534 7.145  -0.068
C20 4.755 1.645 5.988  -0.069
C21 4.198 1.322 4.762  -0.122
C22 3.619 0.403 1.396  -0.395
C23 4.703 -0.457 1.533  -0.157
C24 5.749 -0.400 0.628  -0.085
C25 5.708 0.510 -0.416  -0.076
C26 4.626 1.362 -0.547  -0.064
C27 3.569 1.311 0.351  -0.106
H1 0.466 2.353 2.954  0.074
H2 0.530 1.832 1.277  0.016
H3 -1.732 1.518 2.503  0.111
H4 -0.940 0.357 3.557  0.097
H5 -1.689 0.038 0.626  0.007
H6 -2.130 -0.938 2.001  0.056
H7 -2.039 -3.005 2.705  0.096
H8 -2.449 -4.060 4.873  0.109
H9 -0.588 -4.423 6.458  0.109
H10 1.707 -3.790 5.805  0.108
H11 2.127 -2.712 3.641  0.066
H12 1.232 -4.521 1.076  0.095
H13 1.051 -6.512 -0.374  0.108
H14 -0.449 -6.483 -2.324  0.109
H15 -1.801 -4.475 -2.802  0.098
H16 -1.634 -2.486 -1.353  0.081
H17 1.092 0.449 5.814  0.099
H18 2.096 1.034 7.984  0.111
H19 4.449 1.762 8.100  0.111
H20 5.784 1.968 6.039  0.111
H21 4.784 1.408 3.858  0.095
H22 4.747 -1.169 2.350  0.099
H23 6.600 -1.056 0.742  0.107
H24 6.525 0.560 -1.122  0.109
H25 4.606 2.084 -1.349  0.113
H26 2.739 2.000 0.227  0.077
O1 0.346 2.445 -1.543  -0.252
O2 0.850 2.908 -0.394  -0.114
Br1 -0.413 -2.165 -4.798  0.783
C28 1.245 -2.429 -3.941  -0.733
C29 2.279 -3.062 -4.617  -0.084
C30 3.469 -3.279 -3.940  -0.027
C31 3.565 -2.870 -2.613  -0.031
C32 2.484 -2.245 -2.034  -0.144
N1 1.346 -2.002 -2.685  -0.127
H27 2.150 -3.372 -5.643  0.109
H28 4.309 -3.751 -4.425  0.119
H29 4.463 -3.022 -2.038  0.112
H30 2.519 -1.907 -1.007  0.070
C33 -0.610 1.468 -1.406  -0.530
Ge1 -2.275 2.104 -2.403  1.047
C34 -1.648 2.981 -4.053  -0.273
C35 -1.771 2.444 -5.326  -0.109
C36 -1.369 3.170 -6.434  -0.085
C37 -0.825 4.434 -6.271  -0.081
C38 -0.655 4.958 -4.998  -0.075
C39 -1.077 4.238 -3.897  -0.110
C40 -3.552 0.573 -2.385  -0.268
C41 -4.076 0.232 -1.142  -0.125
C42 -4.982 -0.803 -1.008  -0.083
C43 -5.397 -1.505 -2.127  -0.085
C44 -4.894 -1.167 -3.372  -0.084
C45 -3.979 -0.134 -3.500  -0.111
C46 -3.087 3.466 -1.206  -0.275
C47 -2.684 3.736 0.094  -0.106
C48 -3.373 4.656 0.866  -0.085
C49 -4.472 5.317 0.347  -0.084
C50 -4.875 5.067 -0.955  -0.078
C51 -4.186 4.145 -1.721  -0.108
H31 -0.890 1.383 -0.358  -0.012
H32 -2.181 1.453 -5.460  0.078
H33 -1.497 2.751 -7.423  0.105
H34 -0.519 5.005 -7.137  0.105
H35 -0.210 5.932 -4.862  0.106
H36 -0.960 4.644 -2.902  0.103
H37 -3.784 0.806 -0.271  0.092
H38 -5.384 -1.051 -0.036  0.104
H39 -6.114 -2.306 -2.029  0.105
H40 -5.230 -1.703 -4.247  0.105
H41 -3.611 0.127 -4.481  0.080
H42 -1.812 3.246 0.507  0.078
H43 -3.053 4.859 1.879  0.102
H44 -5.009 6.030 0.956  0.104
H45 -5.728 5.592 -1.363  0.106
H46 -4.500 3.945 -2.739  0.105

Atoms 1-3, force components in eV/Å:
0.1 0.1 0.1
0.3 0.0 0.2
0.0 0.0 0.2

Values from the calculation:
total energy = -202531.7454 eV
net charge = +1
spin multiplicity = 3

No. 4
Computed, not measured: a cluster of 4 separate species, C51H46N3O6 in total in a non-equilibrium geometry, with the ωB97M-V functional and the def2-TZVPD basis.

Last column: Löwdin charge in e.
Positions of all 106 atoms, in Å:
C1 0.215 -3.402 -0.970  -0.129
C2 -0.996 -4.318 -1.647  -0.177
C3 -0.982 -4.001 -3.289  -0.352
C4 -1.903 -2.676 -3.590  -0.068
N1 0.489 -3.841 -3.652  0.046
C5 0.779 -4.266 -5.075  -0.164
N2 0.998 -3.219 -6.176  0.119
N3 0.906 -5.587 -5.427  0.097
C6 0.739 -6.768 -4.489  -0.315
C7 -0.265 -7.837 -5.293  -0.055
C8 2.163 -7.504 -4.075  -0.171
C9 2.629 -6.940 -2.575  -0.115
H1 1.287 -3.900 -1.136  0.077
H2 0.098 -3.276 0.196  0.089
H3 0.301 -2.326 -1.480  0.079
H4 -2.045 -4.147 -1.157  0.121
H5 -0.631 -5.447 -1.562  0.104
H6 -1.440 -4.987 -3.782  0.148
H7 -1.439 -1.670 -3.166  0.101
H8 -2.945 -2.813 -3.024  0.110
H9 -2.170 -2.509 -4.720  0.066
H10 0.645 -2.788 -3.658  0.125
H11 1.724 -3.681 -6.803  0.116
H12 1.543 -2.455 -5.675  0.121
H13 1.139 -5.811 -6.436  0.178
H14 0.189 -6.526 -3.485  0.125
H15 -1.347 -7.404 -5.186  0.088
H16 0.027 -7.703 -6.443  0.095
H17 -0.141 -8.942 -4.925  0.100
H18 3.012 -7.390 -4.873  0.118
H19 1.896 -8.661 -3.955  0.121
H20 1.910 -6.086 -2.198  0.053
H21 2.617 -7.800 -1.762  0.092
H22 3.732 -6.533 -2.624  0.085
C10 -2.096 -1.582 -7.282  -0.093
C11 -1.929 -0.431 -6.512  -0.087
C12 -2.901 0.571 -6.534  0.012
C13 -4.039 0.426 -7.338  -0.078
C14 -4.194 -0.713 -8.126  -0.079
C15 -3.225 -1.725 -8.089  0.009
C16 -5.365 -0.853 -9.015  -0.277
O1 -5.503 -1.856 -9.705  0.101
C17 -6.361 0.235 -9.067  -0.088
C18 -7.446 0.141 -9.949  0.010
C19 -8.401 1.159 -9.994  -0.049
C20 -8.280 2.267 -9.156  -0.049
C21 -7.197 2.366 -8.281  0.011
C22 -6.231 1.352 -8.244  -0.088
C23 -5.070 1.483 -7.341  -0.276
O2 -4.961 2.458 -6.607  0.102
H23 -1.343 -2.366 -7.258  0.076
H24 -1.043 -0.313 -5.893  0.098
H25 -2.767 1.464 -5.926  0.124
H26 -3.346 -2.624 -8.692  0.122
H27 -7.550 -0.722 -10.604  0.123
H28 -9.239 1.087 -10.683  0.112
H29 -9.027 3.057 -9.186  0.112
H30 -7.107 3.236 -7.633  0.124
C24 4.600 -0.842 4.439  -0.055
C25 4.767 0.309 5.209  -0.046
C26 3.795 1.310 5.187  0.017
C27 2.657 1.166 4.383  -0.081
C28 2.503 0.027 3.595  -0.088
C29 3.471 -0.985 3.632  0.002
C30 1.331 -0.114 2.706  -0.280
O3 1.193 -1.116 2.015  0.074
C31 0.335 0.974 2.654  -0.087
C32 -0.750 0.880 1.772  -0.001
C33 -1.705 1.899 1.727  -0.059
C34 -1.584 3.007 2.565  -0.053
C35 -0.501 3.106 3.440  0.013
C36 0.465 2.092 3.477  -0.082
C37 1.626 2.222 4.380  -0.268
O4 1.735 3.198 5.114  0.098
H31 5.353 -1.627 4.463  0.109
H32 5.653 0.426 5.828  0.113
H33 3.929 2.204 5.795  0.116
H34 3.350 -1.884 3.029  0.118
H35 -0.854 0.017 1.117  0.113
H36 -2.543 1.826 1.038  0.107
H37 -2.331 3.797 2.535  0.111
H38 -0.411 3.976 4.088  0.125
C38 0.734 3.195 8.663  -0.054
C39 0.011 3.752 9.718  -0.057
C40 0.547 4.812 10.449  0.006
C41 1.817 5.310 10.134  -0.086
C42 2.551 4.738 9.095  -0.079
C43 2.003 3.685 8.351  0.006
C44 3.912 5.222 8.786  -0.276
O5 4.555 4.722 7.871  0.092
C45 4.488 6.311 9.599  -0.087
C46 5.799 6.741 9.353  0.005
C47 6.348 7.779 10.109  -0.057
C48 5.588 8.397 11.102  -0.057
C49 4.284 7.967 11.353  0.008
C50 3.737 6.915 10.605  -0.086
C51 2.369 6.444 10.902  -0.278
O6 1.703 6.983 11.778  0.098
H39 0.312 2.375 8.087  0.107
H40 -0.973 3.362 9.969  0.107
H41 -0.025 5.245 11.268  0.122
H42 2.564 3.242 7.530  0.093
H43 6.398 6.267 8.578  0.120
H44 7.367 8.108 9.920  0.108
H45 6.013 9.210 11.686  0.109
H46 3.699 8.450 12.133  0.122

Atoms 1-3, force components in eV/Å:
0.5 0.1 0.2
1.8 0.0 -0.7
-2.2 -0.8 1.9

Values from the calculation:
total energy = -70379.7450 eV
net charge = +1